Arrangement 1

Here is CH2Cl2O3S as an isolated structure from OMol25. Energies are from ωB97M-V/def2-TZVPD.

Calculated values
E_HOMO = -10.14 eV
M = 165.0 g/mol
Net charge = 0
LUMO energy = 0.12 eV

The geometry in XYZ format:
```
9
CH2Cl2O3S ωB97M-V/def2-TZVPD
C 0.403 0.808 -0.613
H 0.028 -0.289 -0.400
O -2.775 -0.868 1.094
H 0.575 1.212 -1.633
S -3.392 0.143 0.298
O -1.786 1.508 0.835
Cl -0.953 1.987 -0.359
Cl 1.717 0.951 0.536
O -3.124 0.079 -1.142
```

=====

Arrangement 2

Here is CH2Cl2O3S as an isolated structure from OMol25. Energies are from ωB97M-V/def2-TZVPD.

Calculated values
E_HOMO = -10.00 eV
M = 165.0 g/mol
Net charge = 0
LUMO energy = -0.60 eV

The geometry in XYZ format:
```
9
CH2Cl2O3S ωB97M-V/def2-TZVPD
S 2.174 0.708 -0.600
Cl -0.074 -1.322 -1.721
O 2.714 -0.023 -1.683
H 0.875 -1.183 0.419
Cl 3.278 -1.256 1.164
H -0.637 0.080 0.265
C 0.238 -0.538 -0.231
O 2.990 0.270 0.772
O 2.003 2.088 -0.556
```

=====

Arrangement 3

Here is CH2Cl2O3S as an isolated structure from OMol25. Energies are from ωB97M-V/def2-TZVPD.

Calculated values
E_HOMO = -10.09 eV
M = 165.0 g/mol
Net charge = 0
LUMO energy = -0.93 eV

The geometry in XYZ format:
```
9
CH2Cl2O3S ωB97M-V/def2-TZVPD
H 0.271 -1.963 0.432
Cl 0.679 -1.355 -1.728
O -1.697 0.565 -0.882
O -0.028 1.717 0.652
C 0.783 -1.128 -0.014
Cl 0.684 2.381 -0.756
O -1.500 0.040 1.673
H 1.787 -0.641 0.271
S -0.981 0.384 0.353
```

=====

Which one is the most stable? From the structures above, arrangement 3.